{"formula": "C5H10N5O", "method": "ωB97M-V/def2-TZVPD", "e_tot_ev": -14835.7079, "e_above_lowest_kj_mol": 415.7, "orbital_gap_ha": [0.2817, 0.2816], "total_charge": 1, "e_homo_ev": [-10.84, -10.84], "species": ["C", "C", "C", "C", "C", "N", "N", "N", "N", "N", "O", "H", "H", "H", "H", "H", "H", "H", "H", "H", "H"], "xyz": [[2.425639, 0.918288, 0.030494], [1.998253, -0.406422, -0.016032], [1.813760, 2.093196, 0.039431], [-2.542183, 0.290437, -0.023110], [2.966759, -1.533418, 0.015964], [0.734202, -0.774469, -0.049761], [-0.260149, 0.145202, -0.074315], [-3.793178, -0.244688, 0.182378], [-2.349126, 1.608226, -0.150971], [-1.507636, -0.514866, -0.051462], [1.304036, 3.124177, -0.039212], [3.451686, 1.175800, 0.070109], [2.793425, -2.012889, -0.934887], [2.659135, -2.351729, 0.687560], [3.979401, -1.167537, -0.001122], [0.578316, -1.671506, -0.436985], [-4.634006, 0.137352, 0.308310], [-3.805805, -1.212117, 0.480697], [-2.891153, 2.149331, 0.474503], [-1.282663, 1.788130, -0.263982], [-1.638705, -1.540504, -0.247613]], "forces_ev_per_a": [[0.295, 0.921, 0.346], [-0.957, -0.994, 0.827], [-2.317, 0.732, -0.629], [-2.137, -0.287, 0.542], [-0.815, -0.497, -1.087], [0.581, 1.911, -0.084], [0.158, -0.147, -0.352], [4.836, -2.923, -0.447], [2.740, -0.754, -0.583], [0.196, -1.136, -0.396], [0.732, -0.774, 0.347], [1.319, -0.438, 0.101], [0.492, -0.343, -0.774], [0.718, 0.779, 0.468], [0.329, -0.345, 0.571], [-0.295, -1.312, -0.031], [-3.439, 2.817, 0.180], [0.149, 0.178, -0.081], [-0.391, 1.002, 0.328], [-2.474, 0.040, 0.450], [0.281, 1.571, 0.306]], "nbo_charge": [-0.6028, 0.2972, 0.8271, 0.6428, -0.6528, -0.2904, -0.3888, -0.7754, -0.7754, -0.4104, -0.3798, 0.2918, 0.2354, 0.2529, 0.2533, 0.3891, 0.4153, 0.3978, 0.4143, 0.4547, 0.4041]}

***

{"formula": "C2H4OS", "method": "ωB97M-V/def2-TZVPD", "e_tot_ev": -15018.7594, "e_above_lowest_kj_mol": 261.1, "orbital_gap_ha": 0.3292, "total_charge": 0, "e_homo_ev": -9.18, "species": ["C", "O", "C", "S", "H", "H", "H", "H"], "xyz": [[0.352192, 0.200885, 2.180494], [-0.249944, 0.673379, 0.926736], [0.088528, -0.313000, -0.110192], [-0.175134, -0.228934, -1.733120], [1.397095, -0.531993, 2.250873], [-0.553767, -0.527759, 2.612521], [0.389724, 1.014723, 2.748873], [0.924323, -1.006374, 0.281940]], "forces_ev_per_a": [[-2.059, -6.550, -0.941], [2.287, -3.591, -2.279], [1.560, 1.807, 0.394], [-0.338, 0.064, 2.281], [-2.900, 2.547, -0.908], [2.613, 1.744, -0.624], [0.613, 3.219, 2.512], [-1.776, 0.760, -0.435]], "nbo_charge": [-0.2531, -0.5104, 0.0028, 0.0226, 0.1945, 0.1802, 0.1851, 0.1784]}

***

{"formula": "C18H24FN3O2", "method": "ωB97M-V/def2-TZVPD", "e_tot_ev": -30337.2979, "e_above_lowest_kj_mol": 203.0, "orbital_gap_ha": 0.3269, "total_charge": 0, "e_homo_ev": -8.13, "species": ["C", "O", "C", "C", "C", "C", "C", "N", "N", "C", "C", "C", "N", "C", "C", "C", "C", "C", "C", "C", "O", "C", "C", "F", "H", "H", "H", "H", "H", "H", "H", "H", "H", "H", "H", "H", "H", "H", "H", "H", "H", "H", "H", "H", "H", "H", "H", "H"], "xyz": [[0.010985, 4.846650, -0.869169], [-0.972857, 3.916745, -1.270611], [-1.186838, 2.796464, -0.539662], [-2.136720, 1.911962, -1.061710], [-2.444071, 0.723535, -0.440867], [-1.808651, 0.348645, 0.746996], [-2.091399, -0.928202, 1.376341], [-3.265784, -1.582578, 1.174998], [-3.325113, -2.748616, 1.802768], [-2.164301, -2.878680, 2.413178], [-1.335955, -1.765585, 2.194282], [0.036302, -1.597032, 2.758076], [0.998866, -1.110900, 1.782078], [2.249999, -0.757588, 2.419580], [1.174237, -2.008627, 0.648305], [0.860841, -1.305672, -0.679229], [1.745437, -0.082336, -0.927556], [1.395229, 0.532981, -2.280357], [1.513208, -0.540878, -3.359656], [0.660612, -1.747696, -2.965817], [1.024376, -2.265578, -1.708029], [-0.875893, 1.226371, 1.287558], [-0.576834, 2.417004, 0.656330], [0.351117, 3.206468, 1.260540], [0.006286, 5.618655, -1.637094], [-0.227705, 5.296433, 0.097726], [1.002015, 4.388389, -0.821444], [-2.616676, 2.194140, -1.985548], [-3.162585, 0.066003, -0.907042], [-4.062951, -1.254205, 0.654075], [-1.950991, -3.754671, 2.993134], [0.348673, -2.563586, 3.195381], [0.002331, -0.870100, 3.579093], [2.939946, -0.373987, 1.672224], [2.070949, 0.027248, 3.154948], [2.723538, -1.610286, 2.931875], [2.197775, -2.395823, 0.597490], [0.503406, -2.868722, 0.728475], [-0.189782, -0.973475, -0.665148], [1.590155, 0.634025, -0.122410], [2.791263, -0.397228, -0.930253], [2.060443, 1.369908, -2.502762], [0.369924, 0.911908, -2.251096], [1.182512, -0.160535, -4.327004], [2.554366, -0.857111, -3.447481], [0.792755, -2.569492, -3.673353], [-0.402421, -1.454645, -2.952673], [-0.360016, 0.990300, 2.200518]], "forces_ev_per_a": [[0.319, 0.360, 0.075], [-0.210, -0.290, 0.046], [-0.110, -0.183, -0.024], [0.137, 0.221, 0.087], [0.109, -0.020, 0.160], [0.012, 0.526, -0.178], [0.169, -0.506, 0.339], [0.291, 0.328, 0.002], [-0.542, -0.642, 0.051], [-0.110, 0.346, -0.194], [-0.172, 0.194, -0.168], [0.001, 0.165, -0.040], [0.034, -0.159, 0.122], [-0.064, 0.038, -0.014], [-0.199, 0.044, -0.549], [0.215, 0.120, 0.391], [-0.362, -0.122, -0.109], [0.238, -0.116, -0.017], [-0.267, -0.085, 0.221], [0.097, 0.069, -0.411], [0.090, -0.080, 0.222], [-0.244, 0.005, -0.190], [0.053, 0.078, 0.040], [-0.124, -0.070, -0.125], [0.020, -0.040, 0.058], [0.020, -0.045, -0.087], [-0.077, 0.034, -0.006], [-0.043, 0.040, -0.112], [-0.045, -0.077, -0.076], [0.086, -0.071, 0.106], [0.030, -0.220, 0.118], [-0.004, 0.107, 0.024], [0.094, -0.085, 0.004], [0.097, 0.031, 0.005], [0.057, 0.048, 0.060], [0.028, -0.007, -0.009], [0.018, -0.023, 0.045], [0.058, -0.002, 0.020], [0.122, -0.067, 0.002], [0.053, 0.041, 0.085], [0.105, -0.033, 0.068], [-0.068, 0.070, -0.001], [-0.025, 0.066, -0.002], [0.022, -0.025, -0.074], [0.044, -0.024, -0.071], [-0.097, 0.088, 0.003], [0.051, -0.051, -0.021], [0.093, 0.024, 0.124]], "nbo_charge": [-0.2464, -0.4854, 0.2232, -0.2394, -0.1953, -0.1007, 0.1770, -0.3288, -0.2561, -0.0420, -0.1613, -0.2278, -0.4525, -0.4050, -0.2406, 0.1088, -0.4391, -0.3989, -0.4264, -0.0588, -0.5375, -0.2364, 0.3647, -0.3382, 0.1945, 0.1840, 0.1825, 0.2308, 0.2084, 0.4067, 0.2063, 0.1788, 0.2028, 0.2052, 0.1954, 0.1665, 0.1907, 0.2101, 0.1659, 0.2195, 0.1978, 0.2061, 0.1999, 0.2083, 0.2004, 0.1909, 0.1540, 0.2372]}

***

{"formula": "C3H11NO2", "method": "ωB97M-V/def2-TZVPD", "e_tot_ev": -8873.6493, "e_above_lowest_kj_mol": 81.1, "orbital_gap_ha": 0.3580, "total_charge": 0, "e_homo_ev": -9.06, "species": ["N", "C", "C", "C", "O", "H", "H", "H", "H", "H", "H", "H", "H", "H", "O", "H", "H"], "xyz": [[1.406036, -1.319853, 0.997960], [0.093927, -1.497923, 0.436590], [-0.157243, -0.325923, -0.411789], [-1.510893, -0.499783, -1.234599], [-1.618303, 0.570166, -2.163469], [1.399076, -0.603943, 1.732880], [1.709816, -2.189143, 1.450430], [0.105057, -2.443063, -0.139630], [-0.620583, -1.622033, 1.272960], [0.723176, -0.287144, -1.081719], [-0.209743, 0.637376, 0.131120], [-1.445203, -1.446283, -1.804919], [-2.368893, -0.584093, -0.540209], [-2.047513, 1.215286, -1.563469], [1.490016, 3.126836, 0.758830], [2.266456, 3.471935, 1.255110], [0.784816, 3.797585, 0.903920]], "forces_ev_per_a": [[1.507, -0.594, 1.183], [-0.109, -0.933, 1.456], [-1.736, 0.465, -1.863], [2.202, -0.760, 0.324], [-1.276, 0.486, 1.362], [-0.015, -0.304, -0.455], [-0.031, 0.519, -0.144], [-0.145, 0.495, 0.071], [-0.359, -0.002, -0.555], [-0.696, 0.315, -0.028], [0.148, -0.503, -0.004], [-0.105, 0.425, 0.218], [0.230, 0.191, -0.353], [0.405, 0.210, -1.227], [0.023, 1.008, 0.691], [-0.848, -0.341, -0.535], [0.805, -0.677, -0.141]], "nbo_charge": [-0.8315, -0.2213, -0.4301, -0.0649, -0.7022, 0.3516, 0.3502, 0.1852, 0.1572, 0.2233, 0.1993, 0.1685, 0.1550, 0.4583, -0.9393, 0.4717, 0.4690]}